1.
A cluster of 2 separate species, CH5INPS in total in a non-equilibrium geometry, computed with ωB97M-V with the def2-TZVPD basis set.

Strongest force on any atom (eV/Å): 5.20
Frontier orbital gap (spin up / spin down) (eV): 7.10 / 5.87
Highest occupied orbital energy (spin up / spin down) (eV): -9.591 / -8.850
Energy above the lowest of the compared OMol25 structures with the same formula, charge and spin (kJ/mol): 226.4
Electronic energy (hartree): -1133.06477

```
10
CH5INPS (ωB97M-V with the def2-TZVPD basis set)
I 3.325 -0.842 0.119
S -0.671 2.397 0.092
P 0.199 0.638 -0.075
N -0.113 0.011 -1.606
C -0.655 -0.453 1.217
H -0.711 0.565 -2.154
H 0.739 -0.350 -1.906
H -0.943 -1.295 0.655
H 0.141 -0.773 1.925
H -1.311 0.103 1.736
```

In elementary charge units, the natural (NBO) charges are: number 1, I, carries -0.285; number 2, S, carries -0.377; number 3, P, carries 1.136; number 4, N, carries -1.150; number 5, C, carries -0.884; number 6, H, carries 0.415; number 7, H, carries 0.411; number 8, H, carries 0.246; number 9, H, carries 0.249; number 10, H, carries 0.239

=====

2.
A structure of composition C24H43IP2V in a non-equilibrium geometry, computed with ωB97M-V with the def2-TZVPD basis set.

Strongest force on any atom (eV/Å): 5.05
Frontier orbital gap (spin up / spin down) (eV): 5.33 / 6.16
Multiplicity: 3
Highest occupied orbital energy (spin up / spin down) (eV): -10.198 / -10.200
Energy above the lowest of the compared OMol25 structures with the same formula, charge and spin (kJ/mol): 0.0
Electronic energy (hartree): -2864.33066
Total charge: +1

```
71
C24H43IP2V (ωB97M-V with the def2-TZVPD basis set)
I -3.235 -1.009 -1.406
V -1.139 1.232 -2.001
P -1.170 -1.487 -5.161
P -0.659 1.939 -4.364
C -0.686 -0.149 -6.380
C -1.264 1.687 0.016
C 1.562 -1.637 -3.710
C -0.849 2.864 -0.699
C -1.460 4.235 -0.596
C -0.253 0.687 -0.181
C 2.194 0.773 -1.127
C 0.770 1.248 -1.048
C -0.391 -2.845 -2.432
C 2.487 -2.587 -3.901
C -1.328 1.173 -5.969
C -2.789 -1.977 -5.904
C -2.528 1.555 0.783
C 1.399 3.670 -1.760
C 2.577 -3.755 -1.577
C 1.321 -3.559 -0.732
C 0.065 -3.622 -1.221
C -0.199 -0.594 0.582
C 0.456 -1.577 -2.629
C -1.402 3.602 -4.540
C 1.092 2.239 -4.901
C -0.221 -2.809 -6.071
C 2.504 -3.892 -3.168
C 0.406 2.615 -1.339
H -0.611 -2.920 -7.090
H -1.153 -1.138 0.480
H 1.558 2.983 -4.248
H 3.017 -4.714 -1.205
H -2.484 3.532 -4.384
H 0.802 -1.228 -1.647
H -0.329 -0.800 -2.943
H -0.047 -0.467 1.667
H -1.001 4.317 -3.815
H 2.010 4.030 -0.910
H 1.629 -4.516 -3.414
H 3.414 -4.424 -3.474
H 1.490 -3.466 0.373
H -2.409 1.032 -5.804
H 0.415 -0.098 -6.418
H -1.409 -2.509 -2.140
H 3.283 -2.364 -4.648
H 1.715 1.331 -4.866
H 0.861 -2.626 -6.127
H -1.414 4.812 -1.537
H -1.224 4.006 -5.540
H -2.968 0.558 0.606
H -2.634 -2.296 -6.943
H -0.363 -3.765 -5.554
H 0.876 4.558 -2.148
H -3.183 -2.824 -5.333
H -3.261 2.289 0.413
H 3.293 -2.962 -1.253
H 2.150 3.363 -2.502
H -2.518 4.128 -0.308
H 2.473 0.681 -2.180
H -3.509 -1.147 -5.878
H 2.364 -0.201 -0.617
H -0.933 4.814 0.181
H 0.595 -1.282 0.256
H -0.716 -4.282 -0.837
H 1.111 2.640 -5.923
H -0.410 -3.425 -3.360
H 1.657 -0.656 -4.199
H -1.195 1.918 -6.769
H 2.906 1.484 -0.659
H -1.043 -0.497 -7.363
H -2.347 1.704 1.856
```

In elementary charge units, the Mulliken charges are: number 1, I, carries -0.297; number 2, V, carries -0.260; number 3, P, carries 0.847; number 4, P, carries 1.265; number 5, C, carries -1.153; number 6, C, carries 0.730; number 7, C, carries -0.281; number 8, C, carries 0.426; number 9, C, carries -1.801; number 10, C, carries 1.704; number 11, C, carries -1.796; number 12, C, carries 0.625; number 13, C, carries 0.123; number 14, C, carries -0.726; number 15, C, carries -0.966; number 16, C, carries -1.405; number 17, C, carries -1.443; number 18, C, carries -1.769; number 19, C, carries -0.521; number 20, C, carries -0.668; number 21, C, carries -0.734; number 22, C, carries -1.153; number 23, C, carries 3.161; number 24, C, carries -1.285; number 25, C, carries -1.295; number 26, C, carries -1.561; number 27, C, carries -0.947; number 28, C, carries 0.537; number 29, H, carries 0.544; number 30, H, carries 0.117; number 31, H, carries 0.344; number 32, H, carries 0.414; number 33, H, carries 0.407; number 34, H, carries -0.737; number 35, H, carries -1.562; number 36, H, carries 0.412; number 37, H, carries 0.290; number 38, H, carries 0.351; number 39, H, carries 0.241; number 40, H, carries 0.502; number 41, H, carries 0.504; number 42, H, carries 0.307; number 43, H, carries 0.459; number 44, H, carries -0.646; number 45, H, carries 0.339; number 46, H, carries 0.151; number 47, H, carries 0.345; number 48, H, carries 0.344; number 49, H, carries 0.479; number 50, H, carries 0.147; number 51, H, carries 0.451; number 52, H, carries 0.434; number 53, H, carries 0.465; number 54, H, carries 0.374; number 55, H, carries 0.415; number 56, H, carries 0.257; number 57, H, carries 0.502; number 58, H, carries 0.347; number 59, H, carries 0.261; number 60, H, carries 0.378; number 61, H, carries 0.377; number 62, H, carries 0.330; number 63, H, carries 0.058; number 64, H, carries 0.425; number 65, H, carries 0.456; number 66, H, carries 0.400; number 67, H, carries 0.191; number 68, H, carries 0.571; number 69, H, carries 0.370; number 70, H, carries 0.520; number 71, H, carries 0.308